Record 1
Formula: C19H24N6PSV
Source: OMol25
Level of theory: ωB97M-V with the def2-TZVPD basis set

Last column: natural (NBO) charge in e.
Cartesian coordinates (Å):
V -0.4909 -0.6745 0.5567  0.535
S -2.3709 -2.1216 3.0433  -0.132
P -0.7049 2.5658 0.6482  0.723
N -2.2122 0.3220 -0.1684  -0.422
N 0.4034 0.4350 2.1092  -0.422
N 1.1473 2.6540 -1.5053  -0.330
N 0.6143 0.6412 -0.7834  -0.465
N -3.4052 2.1676 0.0503  -0.324
N 0.3473 2.3412 3.2269  -0.322
C 1.1871 4.0961 -1.6261  -0.399
C 1.0031 1.4349 4.0014  -0.059
C 0.4049 1.9349 -0.6189  0.045
C 0.9079 -3.2681 -0.8889  -0.042
C 1.2811 -5.6890 -0.6745  -0.586
C 1.8477 1.7529 -2.2541  -0.074
C -4.2327 1.2054 -0.4457  -0.062
C -3.7557 3.5452 0.3246  -0.400
C 1.5076 0.5081 -1.7972  -0.059
C 1.5475 -4.4343 -1.5184  -0.164
C 0.1038 3.7316 3.5456  -0.400
C -2.1718 1.5951 0.2003  0.036
C -0.0022 1.6992 2.0687  0.023
C 0.9645 -4.6363 -2.9233  -0.582
C 0.3465 -2.3398 -0.3296  -0.388
C 1.0283 0.2581 3.3027  -0.059
C -3.4846 0.0665 -0.5713  -0.057
C -1.5529 -1.5425 1.8180  -0.196
C 3.0608 -4.2027 -1.6211  -0.582
H 1.4244 -0.6996 3.5900  0.237
H 1.6848 -5.5644 0.3302  0.212
H 0.2096 -5.8667 -0.5877  0.215
H 3.5482 -5.0674 -2.0790  0.196
H -5.2701 1.4038 -0.6492  0.223
H 1.8702 4.3645 -2.4274  0.221
H 3.4896 -4.0449 -0.6312  0.211
H -0.1120 -4.7978 -2.8673  0.213
H 2.5148 2.0694 -3.0363  0.220
H 0.4283 3.9204 4.5653  0.222
H -4.8259 3.6694 0.1834  0.221
H -0.9591 3.9567 3.4677  0.215
H 1.8342 -0.4674 -2.1165  0.246
H 0.6522 4.3874 2.8694  0.211
H 1.1453 -3.7576 -3.5439  0.205
H -3.5051 3.8029 1.3527  0.215
H 1.3772 1.6920 4.9765  0.222
H 1.5373 4.5499 -0.6996  0.211
H 1.7470 -6.5661 -1.1326  0.192
H 0.1993 4.4912 -1.8601  0.211
H -3.2252 4.2196 -0.3475  0.211
H 3.2738 -3.3218 -2.2285  0.203
H -3.7819 -0.9153 -0.8944  0.236
H 1.4239 -5.5040 -3.4037  0.196

Properties
- energy above the lowest of the compared OMol25 structures with the same formula, charge and spin (kcal/mol) = 0.0
- calculated total energy (Ha) = -2750.35238



Record 2
Formula: C19H24NNiO4Se2
Source: OMol25
Level of theory: ωB97M-V with the def2-TZVPD basis set

Last column: Löwdin spin population.
Cartesian coordinates (Å):
Se 1.5627 -0.2073 1.4874  0.091
Se -2.1827 0.0544 -0.3561  0.085
Ni 0.2469 0.4924 -0.5115  1.669
O 0.4535 -1.4386 -1.1441  0.049
O -1.1964 0.8896 2.5038  0.000
O -1.3437 -4.0374 2.2364  0.000
O 1.2411 0.8277 -2.3932  0.019
N 0.1683 2.5472 -0.0751  0.025
C 1.9649 -2.1266 -4.3849  -0.001
C -1.0331 3.1256 -0.0516  0.009
C 1.0565 2.9645 0.8324  0.009
C -1.1364 -1.5676 2.0597  0.002
C 1.5071 -1.3537 -3.2978  0.000
C 0.9070 -2.0192 -2.1681  0.005
C -0.9086 5.3543 3.0111  0.001
C -1.4190 4.0434 0.9104  0.001
C 0.3924 -1.7504 1.8704  0.008
C 1.2900 -4.1568 -3.3063  0.000
C 0.8300 -3.4542 -2.2330  0.004
C 2.3004 0.7536 -4.4885  0.001
C 1.8670 -3.4912 -4.4072  0.002
C -0.5230 4.4122 1.9066  0.004
C 1.6319 0.0815 -3.2964  0.000
C -1.5094 -0.3821 2.9943  0.000
C -1.9066 -1.5831 0.7098  0.007
C -1.6390 -2.7939 2.8486  0.000
C 0.7593 3.8764 1.8268  0.001
H 1.2119 -5.2385 -3.3179  0.000
H -2.7252 -2.6959 2.9980  0.000
H 2.0476 2.5351 0.7690  0.001
H 2.2291 -4.0544 -5.2580  0.000
H -1.7267 2.8319 -0.8279  0.001
H -1.4135 1.5575 3.1625  0.000
H 3.3223 0.3946 -4.6143  0.000
H -2.9191 -1.9510 0.9017  0.002
H 0.3864 -3.9562 -1.3816  0.000
H 0.7931 -2.1852 2.7883  0.003
H -1.4091 -2.2565 0.0129  0.000
H -2.4220 4.4498 0.8877  0.000
H -1.5769 -3.9668 1.3045  0.000
H 2.4081 -1.6269 -5.2379  0.000
H 1.7451 0.5614 -5.4072  0.000
H -1.1701 -2.8249 3.8363  0.000
H -1.9774 5.5625 2.9870  0.000
H -0.9793 -0.5412 3.9459  0.000
H 1.5182 4.1544 2.5470  0.000
H -0.3758 6.3023 2.9132  0.000
H 2.3196 1.8251 -4.3039  0.000
H 0.5785 -2.4343 1.0476  0.000
H -2.5937 -0.4333 3.1810  0.000
H -0.6524 4.9297 3.9823  0.000

Properties
- spin multiplicity = 3
- ⟨S²⟩ = 2.0088
- net charge = -1
- energy above the lowest of the compared OMol25 structures with the same formula, charge and spin (kcal/mol) = 23.6
- calculated total energy (Ha) = -7405.36511



Record 3
Formula: C19H24O3
Source: OMol25
Level of theory: ωB97M-V with the def2-TZVPD basis set

Last column: natural (NBO) charge in e.
Cartesian coordinates (Å):
O 0.9484 -0.3320 2.1949  -0.516
O 1.4589 -0.5437 -0.6621  -0.500
O -1.2664 1.7335 -3.8349  -0.510
C 2.5184 -1.8344 1.0418  -0.450
C 0.1194 0.5807 -2.1985  -0.389
C 2.1796 -1.0027 2.2837  -0.058
C -2.4631 1.6773 0.8557  -0.604
C 2.3199 1.4542 -3.6253  -0.168
C 2.7206 -0.9734 -0.2027  -0.060
C 1.0569 1.7964 -4.0496  -0.316
C -1.5488 -2.9717 2.8153  -0.202
C 1.4058 0.2334 -1.7792  0.338
C -1.3912 -0.2996 2.0346  -0.074
C -2.6142 -0.9298 2.1795  -0.197
C -1.0007 2.0091 2.8642  -0.592
C -0.0591 1.3551 -3.3327  0.406
C -2.4332 1.3179 -3.1685  -0.255
C -1.2547 1.1468 1.6237  -0.250
C -2.7026 -2.2579 2.5666  -0.238
C 2.5111 0.6720 -2.4952  -0.341
C -0.2206 -1.0308 2.3039  0.382
C -0.3110 -2.3631 2.6854  -0.314
H 1.7103 -2.5385 0.8395  0.226
H 2.9178 -0.2026 2.4004  0.192
H 0.9002 2.3990 -4.9291  0.222
H -3.2632 1.7048 -3.7580  0.199
H -0.3724 1.2126 0.9781  0.226
H 3.3557 -0.1092 0.0385  0.171
H -0.8789 3.0523 2.5803  0.204
H 3.2181 -1.5686 -0.9826  0.180
H 0.5744 -2.9435 2.8942  0.210
H -3.3147 1.8229 1.5171  0.201
H 3.4350 -2.3922 1.2381  0.217
H -1.8386 1.9315 3.5549  0.200
H -1.6002 -4.0083 3.1148  0.211
H -0.7056 0.2176 -1.6082  0.231
H 2.2193 -1.6354 3.1806  0.175
H 3.1809 1.7956 -4.1804  0.213
H -3.6692 -2.7278 2.6706  0.211
H -2.4836 1.7314 -2.1571  0.178
H 3.5144 0.4183 -2.1940  0.216
H -2.2200 2.6395 0.4087  0.214
H -2.7524 0.9881 0.0650  0.205
H -2.5018 0.2264 -3.1197  0.177
H -3.5233 -0.3820 1.9876  0.211
H -0.0990 1.6798 3.3726  0.218

Properties
- structure (SMILES) = COc1cccc(OCCCOc2ccccc2C(C)C)c1
- energy above the lowest of the compared OMol25 structures with the same formula, charge and spin (kcal/mol) = 0.0
- calculated total energy (Ha) = -964.09607



Record 4
Formula: C19H25Cl3CrN7SSi
Source: OMol25
Level of theory: ωB97M-V with the def2-TZVPD basis set

Last column: Löwdin spin population.
Cartesian coordinates (Å):
Cr -0.2307 -0.2925 -0.4164  2.860
Cl -2.2471 -3.3119 3.6968  0.002
Cl -2.2199 -5.1195 1.4158  0.002
Cl -4.3919 -3.2062 1.7333  0.002
S -0.3416 -1.5812 -2.4334  0.000
Si 2.5114 -1.9586 1.0273  0.005
N 1.1103 1.0094 -1.1325  -0.015
N 1.5656 -0.7076 0.1998  0.029
N -2.5435 -0.0427 -2.3039  -0.001
N -1.3322 -1.7508 0.6286  -0.002
N -0.7846 1.0636 1.0520  -0.006
N -2.0612 0.4272 -1.1176  -0.007
N -2.3208 -1.3641 -4.1512  0.003
C 3.3663 -1.1788 2.4937  0.001
C -0.4890 2.3254 3.0443  0.001
C -2.6769 -3.5292 2.0028  0.001
C -0.0655 1.3722 2.1265  0.009
C 1.3205 -3.2608 1.6312  -0.001
C -2.6836 1.2972 -0.4086  0.023
C 3.4170 0.8257 -0.5310  0.006
C 2.6256 2.5868 -1.9878  0.008
C 0.1886 2.7309 -2.6029  0.001
C -1.9616 1.6903 0.8318  0.004
C -1.6915 2.9672 2.8295  0.007
C 3.7091 -2.7108 -0.1831  0.002
C 1.3427 2.0929 -1.8926  0.004
C -1.9193 -2.5279 1.2246  0.023
C 3.6564 1.9451 -1.2980  0.013
C 2.1004 0.3586 -0.4650  0.020
C -2.4443 2.6462 1.7021  0.001
C -3.9982 1.9226 -0.7279  0.003
C -1.8143 -0.9621 -2.9940  0.003
H 0.7454 -3.7081 0.8174  0.000
H 3.1711 -3.1816 -1.0093  0.000
H 2.8228 3.4559 -2.5985  0.000
H -2.0492 3.7149 3.5244  0.000
H -0.6800 2.0745 -2.6103  0.000
H -3.8628 2.9890 -0.9213  0.001
H 4.4067 -1.9903 -0.6113  0.000
H 0.6381 -2.8760 2.3923  0.000
H 2.6371 -0.8593 3.2432  0.000
H -4.6693 1.8249 0.1258  0.001
H -0.0869 3.6721 -2.1235  0.000
H -3.3849 3.1432 1.5158  0.000
H -3.1905 -1.0212 -4.5280  0.000
H 4.0238 -1.9043 2.9779  0.000
H 4.3019 -3.4864 0.3066  0.000
H 0.1257 2.5513 3.9037  0.000
H 3.9777 -0.3140 2.2313  0.000
H -1.8109 -2.0410 -4.6974  0.000
H 0.8703 0.8393 2.2387  0.000
H -4.5028 1.4891 -1.5870  0.000
H 1.8957 -4.0647 2.0968  0.000
H -3.4081 0.3272 -2.6715  0.000
H 4.6652 2.3306 -1.3714  0.000
H 4.2124 0.3206 -0.0046  0.000
H 0.4552 2.9574 -3.6343  0.000

Properties
- spin multiplicity = 4
- ⟨S²⟩ = 3.7819
- net charge = +2
- energy above the lowest of the compared OMol25 structures with the same formula, charge and spin (kcal/mol) = 0.0
- calculated total energy (Ha) = -4234.67188



For the records above, the corresponding strongest force on any atom values read 2.015, 0.968, 0.673, 0.190 eV/A.